[1]
DFT (the ωB97M-V functional and the def2-TZVPD basis) results for a 2-piece molecular cluster, C6H14O overall.

Calculated values
E_tot = -8496.121 eV
Kohn-Sham gap = 11.0 eV
lowest unoccupied orbital energy = 1.035 eV
HOMO level = -9.96 eV

Each line ends with the natural charge from an NBO analysis.
Atoms and positions in Å:
C (2.828, -0.439, -1.084)  -0.436
C (1.684, -0.949, -0.629)  -0.155
C (0.308, -0.490, -1.021)  -0.444
C (-0.621, -0.235, 0.172)  -0.395
C (-2.025, 0.172, -0.273)  -0.389
C (-2.999, 0.347, 0.889)  -0.602
H (3.792, -0.839, -0.781)  0.205
H (2.841, 0.385, -1.796)  0.198
H (1.723, -1.784, 0.075)  0.196
H (0.384, 0.416, -1.637)  0.204
H (-0.147, -1.263, -1.658)  0.212
H (-0.182, 0.535, 0.822)  0.219
H (-0.687, -1.151, 0.779)  0.191
H (-2.415, -0.588, -0.965)  0.191
H (-1.967, 1.107, -0.849)  0.196
H (-3.997, 0.628, 0.534)  0.209
H (-2.656, 1.127, 1.578)  0.205
H (-3.098, -0.583, 1.461)  0.200
O (2.218, 1.544, 1.521)  -0.950
H (2.307, 1.042, 0.699)  0.479
H (2.710, 1.019, 2.162)  0.466

=====

[2]
DFT (the ωB97M-V functional and the def2-TZVPD basis) results for a 2-piece molecular cluster, C6H14O overall at a distorted geometry.

Calculated values
E_tot = -8495.742 eV
Kohn-Sham gap = 10.1 eV
lowest unoccupied orbital energy = 0.885 eV
HOMO level = -9.21 eV

Each line ends with the natural charge from an NBO analysis.
Atoms and positions in Å:
C (-1.080, 1.148, 1.216)  -0.427
C (-0.479, 0.126, 0.612)  0.047
C (-0.352, 0.159, -0.902)  -0.452
C (1.051, -0.209, -1.414)  -0.630
C (0.276, -0.914, 1.400)  -0.439
C (0.190, -0.850, 2.913)  -0.608
H (-1.439, 2.022, 0.687)  0.193
H (-1.230, 1.168, 2.286)  0.193
H (-0.681, 1.164, -1.184)  0.206
H (-1.106, -0.493, -1.356)  0.223
H (1.689, 0.682, -1.390)  0.205
H (1.018, -0.522, -2.459)  0.221
H (1.519, -0.983, -0.821)  0.214
H (1.325, -0.788, 1.093)  0.209
H (0.092, -1.889, 0.950)  0.209
H (0.461, 0.149, 3.226)  0.212
H (0.919, -1.565, 3.305)  0.212
H (-0.765, -1.166, 3.314)  0.211
O (-0.750, 0.634, -3.874)  -0.933
H (-0.419, 1.272, -4.517)  0.466
H (-0.240, 0.854, -3.085)  0.469

=====

[3]
DFT (the ωB97M-V functional and the def2-TZVPD basis) results for an isolated molecule of C6H14O at a distorted geometry.

Calculated values
E_tot = -8496.163 eV
Kohn-Sham gap = 11.3 eV
lowest unoccupied orbital energy = 1.011 eV
HOMO level = -10.25 eV

Each line ends with the natural charge from an NBO analysis.
Atoms and positions in Å:
C (-1.347, 1.233, -1.570)  -0.609
C (-0.793, 0.643, -0.257)  -0.220
C (-0.687, 1.661, 0.881)  -0.609
C (0.620, 0.057, -0.495)  -0.391
C (1.337, -0.688, 0.635)  -0.435
C (0.714, -2.033, 1.055)  -0.062
O (0.646, -2.938, -0.042)  -0.719
H (-2.429, 1.131, -1.586)  0.214
H (-1.135, 2.289, -1.757)  0.207
H (-0.803, 0.703, -2.343)  0.206
H (-1.421, -0.202, 0.039)  0.190
H (-0.174, 1.247, 1.751)  0.205
H (-0.027, 2.479, 0.572)  0.199
H (-1.628, 2.128, 1.170)  0.212
H (0.532, -0.578, -1.386)  0.184
H (1.274, 0.894, -0.758)  0.206
H (1.614, -0.085, 1.496)  0.212
H (2.258, -0.999, 0.133)  0.213
H (-0.265, -1.920, 1.529)  0.157
H (1.402, -2.541, 1.733)  0.182
H (0.313, -2.482, -0.799)  0.459

=====

[4]
DFT (the ωB97M-V functional and the def2-TZVPD basis) results for an isolated molecule of C6H14O.

Calculated values
E_tot = -8495.600 eV
Kohn-Sham gap = 10.9 eV
lowest unoccupied orbital energy = 1.135 eV
HOMO level = -9.79 eV

Each line ends with the natural charge from an NBO analysis.
Atoms and positions in Å:
C (-0.538, 0.784, -1.522)  -0.625
C (0.333, 1.874, -0.927)  -0.395
C (1.509, 1.226, -0.223)  -0.393
C (1.076, 0.416, 1.023)  -0.426
C (0.338, -0.977, 0.863)  -0.068
O (-1.100, -0.969, 1.052)  -0.562
C (-1.798, -2.194, 0.767)  -0.252
H (-1.346, 1.249, -2.076)  0.205
H (-1.012, 0.190, -0.731)  0.229
H (0.068, 0.150, -2.192)  0.193
H (0.699, 2.549, -1.708)  0.196
H (-0.276, 2.499, -0.251)  0.196
H (2.041, 0.576, -0.940)  0.191
H (2.252, 1.997, 0.032)  0.207
H (0.437, 1.045, 1.653)  0.215
H (2.008, 0.275, 1.596)  0.213
H (0.649, -1.439, -0.097)  0.169
H (0.713, -1.621, 1.657)  0.174
H (-1.623, -2.517, -0.267)  0.169
H (-2.893, -2.067, 0.872)  0.197
H (-1.536, -3.047, 1.419)  0.169

=====

[5]
DFT (the ωB97M-V functional and the def2-TZVPD basis) results for a 2-piece molecular cluster, C6H14O overall at a distorted geometry.

Calculated values
multiplicity = 2
E_tot = -8486.489 eV
charge = +1
Kohn-Sham gap (alpha / beta) = 9.2 / 5.6 eV
lowest unoccupied orbital energy (alpha / beta) = -4.800 / -8.403 eV
HOMO level (alpha / beta) = -13.98 / -13.98 eV

Each line ends with the natural charge from an NBO analysis.
Atoms and positions in Å:
C (1.378, -2.641, 0.005)  -0.620
C (0.260, -1.935, 0.774)  -0.375
C (0.392, -0.373, 0.906)  -0.476
C (0.124, 0.055, -0.480)  0.108
C (0.985, 0.918, -1.167)  0.121
C (0.586, 1.706, -2.349)  -0.716
H (1.239, -2.513, -1.073)  0.203
H (1.310, -3.696, 0.254)  0.248
H (2.372, -2.253, 0.222)  0.219
H (0.266, -2.402, 1.763)  0.247
H (-0.740, -2.163, 0.405)  0.220
H (1.369, -0.059, 1.251)  0.249
H (-0.535, -0.046, 1.386)  0.283
H (-0.916, 0.022, -0.790)  0.231
H (1.911, 1.323, -0.764)  0.228
H (-0.167, 1.124, -2.896)  0.246
H (1.361, 1.869, -3.095)  0.282
H (0.076, 2.619, -2.019)  0.300
H (-3.829, 2.893, 3.305)  0.467
H (-3.293, 2.729, 1.964)  0.448
O (-4.151, 2.825, 2.398)  -0.915

=====

[6]
DFT (the ωB97M-V functional and the def2-TZVPD basis) results for a 2-piece molecular cluster, C6H14O2 overall at a distorted geometry.

Calculated values
E_tot = -10541.207 eV
Kohn-Sham gap = 9.8 eV
lowest unoccupied orbital energy = 0.759 eV
HOMO level = -9.09 eV

Each line ends with the natural charge from an NBO analysis.
Atoms and positions in Å:
C (-1.346, -2.241, -1.505)  -0.628
C (-0.855, -2.084, -0.154)  -0.222
C (0.268, -1.433, 0.030)  -0.161
C (0.958, -0.903, 1.295)  -0.431
C (1.248, 0.614, 1.421)  -0.452
C (0.354, 1.350, 0.495)  -0.063
O (-0.853, 1.755, 1.227)  -0.755
H (-1.711, -3.288, -1.530)  0.205
H (-2.306, -1.682, -1.631)  0.214
H (-0.760, -2.074, -2.377)  0.216
H (-1.609, -2.452, 0.535)  0.206
H (0.787, -1.030, -0.964)  0.166
H (0.243, -1.194, 2.036)  0.196
H (1.897, -1.525, 1.422)  0.214
H (0.856, 0.742, 2.371)  0.228
H (2.246, 0.820, 1.409)  0.211
H (0.560, 2.391, 0.260)  0.203
H (0.133, 0.761, -0.437)  0.188
H (-1.444, 1.021, 1.521)  0.458
O (0.344, 2.140, -2.137)  -0.954
H (0.960, 1.517, -2.427)  0.476
H (0.458, 3.030, -2.402)  0.483

=====

[7]
DFT (the ωB97M-V functional and the def2-TZVPD basis) results for a 2-piece molecular cluster, C6H14O3 overall at a distorted geometry.

Calculated values
E_tot = -12588.368 eV
Kohn-Sham gap = 9.0 eV
lowest unoccupied orbital energy = 0.741 eV
HOMO level = -8.27 eV

Each line ends with the natural charge from an NBO analysis.
Atoms and positions in Å:
C (1.578, -0.455, -0.675)  0.334
C (-0.859, -0.588, -1.348)  -0.661
C (0.140, -0.504, -0.217)  -0.060
C (-0.110, -1.369, 0.941)  -0.110
O (2.026, -1.587, -1.415)  -0.727
O (1.757, 0.712, -1.471)  -0.736
H (1.420, -1.712, -2.156)  0.467
H (2.661, 0.698, -1.806)  0.480
H (2.248, -0.436, 0.194)  0.149
H (-0.775, -1.515, -1.933)  0.201
H (-1.881, -0.574, -0.967)  0.222
H (-0.726, 0.251, -2.034)  0.233
H (0.737, -2.012, 1.188)  0.186
H (-1.030, -1.956, 0.869)  0.183
C (-0.139, 1.369, 0.850)  -0.242
C (-1.568, 1.807, 0.774)  -0.657
O (-0.330, -0.442, 2.128)  -0.758
H (-0.212, -0.892, 2.984)  0.468
H (0.505, 1.764, 0.074)  0.194
H (0.364, 1.620, 1.776)  0.199
H (-2.006, 1.599, -0.199)  0.204
H (-2.186, 1.331, 1.531)  0.213
H (-1.615, 2.893, 0.913)  0.216

=====

[8]
DFT (the ωB97M-V functional and the def2-TZVPD basis) results for C6H14O3Yb as an isolated structure.

Calculated values
E_tot = -44116.874 eV
Kohn-Sham gap = 4.7 eV
lowest unoccupied orbital energy = 0.636 eV
HOMO level = -4.10 eV

Each line ends with the natural charge from an NBO analysis.
Atoms and positions in Å:
C (-0.562, -1.164, -3.626)  -0.258
O (0.180, -0.894, -2.459)  -0.556
C (0.584, 0.448, -2.361)  -0.090
C (1.351, 0.638, -1.082)  -0.081
O (0.466, 0.548, 0.022)  -0.601
C (1.135, 0.528, 1.267)  -0.095
C (0.117, 0.694, 2.362)  -0.091
O (-0.732, -0.437, 2.339)  -0.629
C (-1.643, -0.497, 3.422)  -0.274
Yb (-1.677, -1.183, 0.242)  0.038
H (-0.819, -2.229, -3.616)  0.208
H (-1.494, -0.575, -3.640)  0.179
H (0.025, -0.946, -4.533)  0.167
H (-0.301, 1.110, -2.378)  0.187
H (1.236, 0.722, -3.209)  0.178
H (1.817, 1.635, -1.074)  0.181
H (2.157, -0.109, -1.005)  0.185
H (1.898, 1.312, 1.372)  0.185
H (1.737, -0.394, 1.299)  0.190
H (-0.478, 1.612, 2.240)  0.197
H (0.637, 0.759, 3.329)  0.190
H (-1.086, -0.631, 4.361)  0.183
H (-2.254, 0.417, 3.470)  0.188
H (-2.295, -1.364, 3.255)  0.221

=====

[9]
DFT (the ωB97M-V functional and the def2-TZVPD basis) results for C6H14O4Zn as an isolated structure at a distorted geometry.

Calculated values
E_tot = -63054.142 eV
Kohn-Sham gap = 8.3 eV
lowest unoccupied orbital energy = 0.609 eV
HOMO level = -7.70 eV

Each line ends with the natural charge from an NBO analysis.
Atoms and positions in Å:
O (2.565, -0.794, 0.048)  -0.980
Zn (1.039, 0.211, -0.402)  1.531
C (-0.418, -2.707, -0.507)  -0.252
O (0.497, -1.681, -0.204)  -0.669
C (1.912, -2.033, -0.202)  0.226
C (0.093, 0.986, -2.167)  -0.674
O (-1.000, 1.794, -1.672)  -0.590
C (-0.928, 2.577, -0.525)  -0.081
C (-1.101, 1.834, 0.785)  -0.093
O (0.033, 1.021, 1.082)  -0.641
C (-0.029, 0.371, 2.343)  -0.255
H (-1.414, -2.260, -0.598)  0.200
H (-0.173, -3.206, -1.457)  0.182
H (-0.435, -3.438, 0.315)  0.177
H (2.099, -2.675, -1.088)  0.135
H (2.083, -2.701, 0.668)  0.125
H (0.664, 1.631, -2.867)  0.162
H (-0.390, 0.228, -2.808)  0.177
H (-1.746, 3.313, -0.573)  0.198
H (0.007, 3.167, -0.512)  0.171
H (-1.225, 2.562, 1.604)  0.180
H (-2.003, 1.200, 0.748)  0.184
H (0.965, -0.034, 2.565)  0.221
H (-0.347, 1.092, 3.109)  0.183
H (-0.750, -0.458, 2.314)  0.182

=====

[10]
DFT (the ωB97M-V functional and the def2-TZVPD basis) results for a 2-piece molecular cluster, C6H14OS overall at a distorted geometry.

Calculated values
E_tot = -19328.971 eV
Kohn-Sham gap = 9.4 eV
lowest unoccupied orbital energy = 0.768 eV
HOMO level = -8.66 eV

Each line ends with the natural charge from an NBO analysis.
Atoms and positions in Å:
C (-1.959, 1.161, 1.818)  -0.859
C (2.948, 0.887, -2.252)  -0.637
C (1.819, -1.275, -1.749)  -0.629
C (-3.522, -1.167, 2.121)  -0.799
C (1.503, 0.597, -0.251)  -0.417
C (1.972, 0.151, -1.402)  0.011
O (-1.470, -0.928, 0.492)  -0.997
S (-1.710, -0.644, 1.912)  1.242
H (-2.664, 1.657, 2.520)  0.229
H (-1.003, 1.695, 1.975)  0.244
H (2.564, 1.775, -2.572)  0.217
H (3.226, 0.283, -3.217)  0.199
H (3.904, 1.073, -1.793)  0.221
H (2.825, -1.780, -1.558)  0.211
H (1.101, -1.724, -1.112)  0.227
H (1.563, -1.307, -2.791)  0.204
H (-3.821, -2.081, 1.573)  0.253
H (-3.713, -1.149, 3.249)  0.223
H (-3.913, -0.281, 1.611)  0.221
H (2.022, 1.503, 0.281)  0.177
H (0.693, 0.148, 0.326)  0.212
H (-2.365, 1.408, 0.821)  0.248